Here is a cluster of 2 separate species, C4H12N2O in total from the OMol25 dataset. Energies are from ωB97M-V with the def2-TZVPD basis set.

```
19
Properties=species:S:1:pos:R:3:forces:R:3
O 2.435 -3.372 -0.840 0.4 0.2 -0.4
C -1.274 1.424 1.972 0.5 -0.1 -2.5
H -2.042 2.169 2.123 -0.6 -0.7 1.0
C -0.879 1.388 0.675 0.8 0.4 0.2
H 1.562 -0.442 -0.849 0.3 0.7 -1.1
N -0.095 -1.368 -0.429 -0.9 -0.1 0.3
H -2.589 2.067 0.082 -0.1 0.4 -0.7
H 0.913 1.877 -0.303 0.5 0.4 0.5
N -1.715 1.854 -0.397 0.5 -0.2 1.7
H 1.591 -3.557 -0.435 -0.4 0.0 0.1
H 2.197 -2.880 -1.640 0.0 -0.1 0.3
H -1.102 -1.306 -0.308 -0.1 0.3 -0.3
C 0.547 1.014 0.251 -2.6 -0.1 -0.7
H -0.759 0.745 2.634 -0.1 0.7 0.7
H 0.073 0.152 -1.779 0.4 0.6 0.1
H -1.286 2.674 -0.807 -0.3 0.1 -0.3
H 0.198 -1.701 0.482 0.5 0.2 0.0
H 1.073 0.798 1.180 0.5 -0.1 -0.5
C 0.532 -0.077 -0.819 0.7 -2.5 1.6
```
Forces are in eV/Å.

Output
SMILES ... C=C(N)CCN.O
LUMO level ... 0.854 eV
Energy relative to the best compared isomer or geometry (same formula, charge and spin) ... 2.169 eV
E_tot ... -344.305315 a.u.